Record 1
Computed, not measured: a molecular structure, C30H48LuN7O2STe2 at a distorted geometry, with ωB97M-V with the def2-TZVPD basis set.

CARTESIAN COORDINATES (ANGSTROEM)
Lu  0.58600  1.63628  2.55060
N  -1.58960  0.62457  2.71844
C  -2.68498  1.55679  2.47264
C  -2.41319  2.82857  3.29597
N  -0.98417  2.89943  3.72948
C  -0.67007  4.24314  4.29323
C  0.82859  4.31081  4.72837
N  1.68235  3.56561  3.78146
H  -1.62226  -0.12761  2.02715
H  -1.67444  0.18187  3.65322
H  -3.70510  1.16104  2.73917
H  -2.79385  1.80238  1.45158
H  -3.08809  2.86419  4.15430
H  -2.65832  3.69304  2.62450
H  -0.95655  2.19316  4.50967
H  -1.33636  4.47679  5.14448
H  -0.80801  5.04820  3.51572
H  0.90741  3.90172  5.77908
H  1.13682  5.39080  4.64871
H  2.64096  3.36249  4.15056
H  1.90163  4.17506  2.96891
Te  0.22914  0.23028  5.91958
C  0.22060  -3.88369  4.87684
C  0.86764  -3.07929  3.74078
S  1.32006  -1.32704  4.26607
O  0.92927  -0.50201  3.02061
C  3.15414  -1.21608  4.18674
C  3.92042  -1.60223  2.94393
H  -0.59491  -4.45526  4.43125
H  -0.15058  -3.27644  5.73371
H  0.97135  -4.61724  5.12630
H  0.22378  -2.91083  2.82895
H  1.74856  -3.62835  3.40470
H  3.36819  -1.97112  4.99854
H  3.28174  -0.19100  4.47286
H  3.65391  -2.64559  2.72624
H  5.01894  -1.47907  3.15939
H  3.78267  -0.92616  2.08706
C  -0.29371  3.86444  -0.92134
C  -0.22313  2.38984  -0.56229
O  -0.65051  1.64318  -1.65111
N  0.23278  1.99347  0.53074
Te  -0.98608  -0.33487  -1.52838
C  0.37875  -2.14295  -1.96592
C  -0.12265  -3.31169  -2.53328
C  -1.59320  -3.57476  -2.79635
C  0.79497  -4.31821  -2.86462
C  2.18660  -4.11441  -2.74564
C  3.09571  -5.28687  -3.22143
C  2.67697  -2.92212  -2.25211
C  1.74522  -1.89185  -1.96166
C  2.24092  -0.56800  -1.43948
C  -2.19771  -0.09250  -3.29598
C  -1.63916  0.44458  -4.45642
C  -0.18211  0.62604  -4.72737
C  -2.50560  0.67267  -5.57693
C  -3.82301  0.45729  -5.52821
C  -4.61704  0.58256  -6.82496
C  -4.34613  0.08346  -4.29497
C  -3.56951  -0.11357  -3.14851
C  -4.28151  -0.46516  -1.87122
H  -0.90764  4.11820  -1.84565
H  0.71090  4.33668  -0.88846
H  -0.79261  4.30777  -0.05170
H  -2.29322  -3.09267  -2.08782
H  -1.71529  -4.63775  -2.71592
H  -1.88864  -3.21075  -3.75709
H  0.38860  -5.26286  -3.25115
H  3.05690  -6.09984  -2.50689
H  4.17569  -5.07954  -3.48715
H  2.60257  -5.73213  -4.09484
H  3.73308  -2.76248  -2.20695
H  3.27347  -0.63232  -1.10318
H  1.57269  -0.30238  -0.58679
H  2.21400  0.17680  -2.23282
H  -0.09736  0.83927  -5.77444
H  0.37444  -0.24336  -4.40952
H  0.22446  1.49870  -4.18067
H  -2.08440  0.93766  -6.53433
H  -5.67770  0.36596  -6.70023
H  -4.27305  -0.20966  -7.53126
H  -4.40416  1.60049  -7.24738
H  -5.42816  0.09804  -4.23954
H  -5.36882  -0.22866  -2.05473
H  -3.98565  0.21316  -1.05920
H  -4.13437  -1.57024  -1.61997
N  2.90564  1.87816  1.81808
C  3.68937  2.62945  1.33852
N  4.44714  3.37586  0.66027
C  5.78349  3.31652  0.68955
N  6.93403  3.44416  0.43789

Values from the calculation:
Charge: -1
Expectation value of S²: 0.757
2S+1: 2
Energy above the lowest of the compared OMol25 structures with the same formula, charge and spin, kJ/mol: 469.67
Lowest unoccupied orbital energy (alpha / beta), eV: 1.82 / 1.79

Record 2
Computed, not measured: a molecular structure, C38H98N6O14Rb at a distorted geometry, with ωB97M-V with the def2-TZVPD basis set.

CARTESIAN COORDINATES (ANGSTROEM)
Rb  -0.74803  -0.78935  1.41573
C  -0.55216  0.77952  -1.71948
O  0.26781  1.05420  -0.63176
H  -1.02578  1.73781  -2.11851
H  0.02826  0.39234  -2.61763
H  -1.31336  0.07212  -1.41211
H  1.26238  1.02875  -0.87598
C  0.57030  -3.69362  -0.89070
O  0.16457  -2.36091  -0.79616
H  0.50899  -4.12295  -1.88003
H  1.61159  -3.87065  -0.55329
H  -0.00901  -4.28820  -0.13046
H  0.71782  -1.87720  -1.46268
C  -2.22964  -3.88475  2.29351
O  -1.26683  -3.22998  3.16826
C  -0.18841  -4.04726  3.55529
C  1.08459  -3.51753  3.00105
N  1.31612  -2.03892  2.97522
C  2.60337  -1.70859  2.39771
C  3.70370  -1.59173  3.46436
O  3.44659  -0.37191  4.20523
C  4.35549  -0.15325  5.25784
H  -1.70674  -4.25325  1.39364
H  -2.99635  -3.17983  1.93837
H  -2.64601  -4.78579  2.70686
H  -0.36636  -5.09553  3.24210
H  -0.23941  -4.03018  4.69704
H  1.12012  -3.86807  1.98745
H  1.87055  -4.13048  3.48569
H  1.33680  -1.60825  3.91735
H  2.57522  -0.65115  1.85790
H  2.69129  -2.41991  1.60275
H  4.70371  -1.49773  3.09536
H  3.72461  -2.48342  4.13343
H  4.71719  -1.13168  5.55378
H  3.88035  0.27196  6.15463
H  5.22025  0.46620  4.86892
C  -2.57679  -0.68235  4.65394
O  -1.27811  -0.25632  4.25749
C  -0.90151  0.85262  5.10384
C  0.55085  1.08830  4.91244
N  0.94146  1.35877  3.48195
C  0.88005  2.76105  3.16101
C  2.10218  3.59657  3.48906
O  3.08464  3.14789  2.59759
C  4.37347  3.67480  2.81525
H  -3.14862  0.22884  4.77622
H  -2.50709  -1.08490  5.68367
H  -3.06091  -1.37247  4.00411
H  -1.09152  0.53598  6.17387
H  -1.59449  1.67475  4.87479
H  1.11310  0.30103  5.39876
H  0.82300  1.99854  5.46530
H  1.89298  0.98984  3.25191
H  -0.00408  3.04393  3.71353
H  0.60381  2.92473  2.09838
H  2.43648  3.45518  4.51887
H  1.88943  4.71586  3.24538
H  4.47084  4.69967  2.40460
H  5.09777  3.01954  2.28546
H  4.63607  3.61026  3.90695
C  -7.12490  -2.56025  -1.67222
O  -5.98225  -2.20294  -0.90455
C  -4.84567  -2.04775  -1.77750
C  -3.63054  -1.70975  -0.93414
N  -3.44092  -0.35373  -0.30147
C  -4.13388  -0.18792  1.00512
C  -4.15794  1.27527  1.39488
O  -2.90981  1.61933  1.92331
C  -2.76323  3.00136  2.27470
H  -7.23259  -1.82203  -2.44564
H  -7.99949  -2.49787  -1.00535
H  -7.00282  -3.53569  -2.13722
H  -5.16880  -1.21469  -2.41061
H  -4.72558  -2.90542  -2.40640
H  -2.78277  -1.87373  -1.56112
H  -3.42823  -2.39305  -0.08401
H  -3.78980  0.36065  -0.96994
H  -3.67359  -0.88032  1.75868
H  -5.14029  -0.55176  0.95039
H  -4.90794  1.40218  2.10988
H  -4.44705  1.88597  0.51172
H  -3.34576  3.22799  3.20390
H  -3.18139  3.55314  1.46612
H  -1.68289  3.22393  2.29526
C  2.87496  7.14576  -4.26412
O  3.07252  7.69668  -2.93455
C  4.10941  7.06673  -2.18464
C  3.67096  5.80995  -1.60844
N  2.43478  5.83544  -0.87309
C  1.95913  4.50672  -0.64878
C  0.38945  4.41493  -0.44845
O  -0.38633  5.02903  -1.52612
C  -1.64967  5.41830  -1.01095
H  2.24501  7.75703  -4.85726
H  2.28634  6.20843  -4.20538
H  3.81429  6.93828  -4.70453
H  4.37236  7.85788  -1.43736
H  5.01838  6.99327  -2.79864
H  4.42587  5.35320  -0.98981
H  3.62362  5.09278  -2.50535
H  1.76265  6.28875  -1.54290
H  2.34079  3.98663  0.25098
H  2.22804  3.85731  -1.44870
H  0.14646  4.94850  0.46190
H  0.10314  3.38536  -0.32305
H  -2.19670  4.58288  -0.48146
H  -2.15725  5.84716  -1.87576
H  -1.45916  6.24476  -0.32764
C  1.57652  -2.09818  -4.32573
O  2.28634  -1.24917  -3.43600
C  2.49458  0.01759  -3.94979
C  3.45169  0.67556  -3.01833
N  3.10890  0.68595  -1.63569
C  3.99607  1.39983  -0.78304
C  5.35871  0.73333  -0.50519
O  5.13146  -0.56035  0.14207
C  6.31220  -1.31151  0.23780
H  1.56036  -3.01129  -3.79044
H  2.12801  -2.16243  -5.35923
H  0.55979  -1.76895  -4.49300
H  1.54002  0.56611  -4.12811
H  2.93176  -0.10699  -5.01782
H  3.62042  1.70199  -3.28657
H  4.47284  0.23007  -3.12900
H  3.06787  -0.26773  -1.26198
H  3.47865  1.56910  0.23803
H  4.30788  2.39113  -1.13930
H  5.92677  1.42131  0.08609
H  6.06096  0.60818  -1.43762
H  6.39711  -1.91342  -0.65857
H  6.26249  -2.00971  1.09950
H  7.12659  -0.65815  0.28195
C  -5.61601  -5.34945  0.10128
O  -5.42102  -5.37201  -1.30688
C  -4.06400  -5.63217  -1.65998
C  -3.86980  -5.87834  -3.15351
N  -3.84866  -4.72422  -4.01753
C  -2.68892  -3.88535  -3.76700
C  -2.86383  -2.65792  -4.61537
O  -1.81140  -1.81927  -4.18607
C  -2.05401  -0.57373  -4.85639
H  -5.01614  -4.56863  0.47390
H  -5.49804  -6.33437  0.57418
H  -6.67017  -5.09825  0.35044
H  -3.67515  -6.50441  -1.13522
H  -3.42524  -4.80905  -1.30702
H  -4.67280  -6.57194  -3.45076
H  -2.94939  -6.42847  -3.20093
H  -3.98570  -4.90315  -4.99386
H  -1.71523  -4.49986  -3.97137
H  -2.71525  -3.63982  -2.69113
H  -3.87151  -2.23042  -4.64726
H  -2.75303  -3.00758  -5.69244
H  -1.25385  0.10601  -4.67646
H  -3.05511  -0.14167  -4.51684
H  -2.12125  -0.83978  -5.93854

Values from the calculation:
Charge: +1
Lowest unoccupied orbital energy, eV: -1.64

Record 3
Computed, not measured: 5 unconnected molecules or ions with the total composition C36H39NO20 at a distorted geometry, with ωB97M-V with the def2-TZVPD basis set.

CARTESIAN COORDINATES (ANGSTROEM)
C  7.80277  -0.41484  1.19903
C  8.65196  -1.02172  0.39803
C  8.82659  -0.53502  -1.01205
O  8.66993  -1.26139  -1.92479
O  9.17513  0.76838  -1.22628
C  8.06742  1.51682  -1.78246
C  7.89709  2.88493  -1.08221
C  6.87729  2.78157  0.05248
C  6.22503  4.12874  0.41899
C  5.13703  4.47138  -0.62917
C  3.83865  4.90848  0.08784
N  3.12535  3.66931  0.46517
C  2.02513  3.45108  -0.48351
C  1.29731  2.15599  -0.27516
O  2.08314  1.04031  -0.66360
C  1.35051  -0.13103  -0.71112
O  1.16071  -0.66424  0.59570
H  8.03503  -0.28005  2.24698
H  6.87450  -0.03276  0.81017
H  9.22667  -1.88507  0.69867
H  8.17100  1.67701  -2.85493
H  7.16024  0.93075  -1.65780
H  7.61941  3.61302  -1.84091
H  8.87519  3.11434  -0.66438
H  7.39520  2.41470  0.93951
H  6.06485  2.09961  -0.18198
H  5.74632  3.99739  1.38674
H  6.93905  4.95026  0.43707
H  4.85333  3.57275  -1.17165
H  5.46195  5.21136  -1.35924
H  3.27133  5.49700  -0.64076
H  4.04064  5.53664  0.95199
H  2.75104  3.78918  1.39758
H  2.40850  3.54931  -1.49532
H  1.28730  4.25256  -0.33078
H  0.41765  2.17817  -0.93556
H  0.94403  2.02446  0.74536
H  0.35982  0.04107  -1.15763
H  1.86712  -0.86939  -1.31503
H  0.23452  -0.48954  0.84067
C  1.66213  -5.64590  -0.50527
C  1.33983  -4.47310  0.05798
C  0.63724  -4.40897  1.38644
O  0.37794  -3.32561  1.86903
C  0.29242  -5.66898  2.04081
C  0.61446  -6.83265  1.47135
C  1.33465  -6.89598  0.16079
O  1.61222  -7.99199  -0.29484
O  0.31590  -8.01050  2.02709
O  1.62289  -3.31326  -0.52795
H  2.16735  -5.70756  -1.45873
H  -0.22674  -5.61288  2.98752
H  0.66185  -8.68776  1.41327
H  1.30330  -2.59488  0.06229
C  -2.69771  1.15193  3.06965
C  -3.99333  1.37796  3.32791
C  -5.04085  1.27910  2.25585
O  -6.20021  1.47901  2.55939
C  -4.60851  0.95322  0.90078
C  -3.31333  0.73224  0.64692
C  -2.27471  0.80527  1.72664
O  -1.10995  0.57336  1.43676
O  -2.87033  0.43528  -0.57452
O  -4.43031  1.69906  4.53728
H  -1.93540  1.21674  3.83325
H  -5.36501  0.90043  0.13265
H  -1.90412  0.32549  -0.49384
H  -5.39920  1.80485  4.45489
C  -8.22620  3.11236  -2.44083
C  -8.40628  4.20903  -3.18769
C  -7.60525  5.45777  -2.96138
O  -7.80312  6.41389  -3.68557
C  -6.63011  5.46204  -1.87775
C  -6.45389  4.36678  -1.13017
C  -7.23597  3.11079  -1.37462
O  -7.01303  2.14333  -0.66924
O  -5.57849  4.31954  -0.12755
O  -9.29793  4.26241  -4.17128
H  -8.79534  2.20677  -2.59596
H  -6.07075  6.37191  -1.71234
H  -5.64926  3.41907  0.24605
H  -9.22603  5.16036  -4.55098
C  -3.33249  -6.60875  0.42681
C  -4.62291  -6.95178  0.52793
C  -5.72309  -5.94799  0.34069
O  -6.87527  -6.32614  0.42700
C  -5.35291  -4.56422  0.06858
C  -4.06325  -4.22262  -0.02881
C  -2.96611  -5.23169  0.13146
O  -1.81415  -4.85660  0.01342
O  -3.67021  -2.97355  -0.27283
O  -5.01081  -8.19364  0.79732
H  -2.53148  -7.32331  0.55816
H  -6.15251  -3.84623  -0.04736
H  -2.69334  -3.00224  -0.29490
H  -5.98797  -8.17274  0.81276

Values from the calculation:
SMILES: C=CC(=O)OCCCCCCNCCOCO.O=C1C=C(O)C(=O)C=C1O.O=C1C=C(O)C(=O)C=C1O.O=C1C=C(O)C(=O)C=C1O.O=C1C=C(O)C(=O)C=C1O
Lowest unoccupied orbital energy, eV: -2.07

Record 4
Computed, not measured: 2 unconnected molecules or ions with the total composition C3H9NO2 at a distorted geometry, with ωB97M-V with the def2-TZVPD basis set.

CARTESIAN COORDINATES (ANGSTROEM)
C  0.59274  1.41545  0.01619
C  -0.15824  0.11016  0.11607
C  -2.51317  -0.86981  -0.05612
H  4.13744  -1.36079  0.17873
H  2.81584  -0.81005  0.18255
H  -0.02346  2.33246  0.05686
H  1.32639  1.26079  -0.82558
H  1.27228  1.37339  0.94572
H  -1.88831  1.16840  -0.31448
H  -2.00213  -1.85950  -0.23727
H  -3.07698  -0.94548  0.88094
H  -3.17211  -0.50984  -0.93873
N  -1.47454  0.19797  0.01705
O  3.72880  -0.51097  -0.12041
O  0.43543  -0.99218  0.09849

Values from the calculation:
SMILES: CNC(C)=O.O
Energy above the lowest of the compared OMol25 structures with the same formula, charge and spin, kJ/mol: 118.61
Lowest unoccupied orbital energy, eV: 0.67

Record 5
Computed, not measured: 2 unconnected molecules or ions with the total composition C2H2ClN2O2 at a distorted geometry, with ωB97M-V with the def2-TZVPD basis set.

CARTESIAN COORDINATES (ANGSTROEM)
C  1.68474  0.59067  0.22728
C  0.29996  0.53912  -0.37975
N  -2.26787  -1.29988  0.55473
N  -2.13584  -0.27703  1.10291
O  2.02119  1.76039  0.47554
O  2.30388  -0.47476  0.32367
Cl  -0.12370  -0.76591  -1.34480
H  -0.15731  1.47462  -0.69128
H  -1.62504  -1.54722  -0.26832

Values from the calculation:
Charge: -1
Energy above the lowest of the compared OMol25 structures with the same formula, charge and spin, kJ/mol: 163.54
Lowest unoccupied orbital energy (alpha / beta), eV: 3.48 / 3.47

Record 6
Computed, not measured: C5H6O in the gas phase, with ωB97M-V with the def2-TZVPD basis set.

CARTESIAN COORDINATES (ANGSTROEM)
C  -1.67083  0.99997  -0.19741
C  -0.78381  -0.18945  0.09837
O  -0.95709  -0.86732  1.09110
C  0.43856  -0.32472  -0.73189
C  1.62292  -0.49606  -0.00137
C  2.24061  -0.34770  1.10882
H  -2.70825  0.77236  0.05616
H  -1.58670  1.38437  -1.21662
H  -1.32408  1.78425  0.48792
H  0.43511  -0.27623  -1.81695
H  1.60911  -1.42411  -0.70796
H  2.68444  -1.01536  1.82983

Values from the calculation:
Energy above the lowest of the compared OMol25 structures with the same formula, charge and spin, kJ/mol: 505.58
Lowest unoccupied orbital energy (alpha / beta), eV: -0.60 / -0.65

| no. | E (Ha) |
| --- | --- |
| 1 | -3875.40481 |
| 2 | -2912.08743 |
| 3 | -2954.63667 |
| 4 | -324.92744 |
| 5 | -797.55166 |
| 6 | -269.15367 |